--- a ---
# C3H6O3

A single C3H6O3 molecule (wB97M-V/def2-TZVPD, OMol25).

The HOMO-LUMO gap comes out at 0.3747 Ha. The HOMO energy is -9.410 eV.

Positions of all 12 atoms, in Å:
O  1.6839  0.0498  1.1125
C  0.3292  -0.3539  1.1916
O  0.2362  -1.6592  1.3369
C  -0.7122  0.0655  -0.2178
C  -0.1342  0.8474  -1.2079
O  -0.4448  -0.6086  -1.3915
H  2.3253  -0.4373  0.4570
H  -0.1379  0.2053  1.9393
H  0.2462  -2.1377  0.5430
H  -1.6670  0.2496  0.1279
H  -0.7440  1.4945  -1.7885
H  0.9528  0.9222  -1.3777

--- b ---
# C3H6O3

A single C3H6O3 molecule (wB97M-V/def2-TZVPD, OMol25).

The HOMO-LUMO gap comes out at 0.4035 Ha. The HOMO energy is -10.027 eV.

Positions of all 12 atoms, in Å:
C  -0.7824  1.1260  -0.2209
O  0.1225  0.9642  0.8508
C  0.1730  -0.4035  1.2508
O  0.7803  -1.1567  0.2203
C  0.4911  -0.6071  -1.0164
O  -0.7353  0.0124  -1.0790
H  -1.8484  1.2000  0.1393
H  -0.5140  2.0778  -0.7264
H  0.8063  -0.3834  2.1442
H  -0.8101  -0.7547  1.4794
H  1.3134  0.0475  -1.2985
H  0.4230  -1.4384  -1.7550

--- c ---
# C3H6O3

2 unconnected molecules or ions with the total composition C3H6O3 (wB97M-V/def2-TZVPD, OMol25).

The HOMO-LUMO gap comes out at 0.3838 Ha. The HOMO energy is -9.767 eV.

Positions of all 12 atoms, in Å:
C  1.7188  -0.0456  -1.8913
C  1.2346  -0.2253  -0.4919
O  1.1081  -1.2882  0.0640
H  2.0952  -0.9787  -2.3047
H  2.5167  0.7025  -1.8873
H  0.9140  0.3507  -2.5112
H  0.9770  0.6991  0.0549
O  -1.6282  0.8711  -0.2329
C  -1.6622  0.1940  0.7486
O  -0.9468  0.4967  1.8438
H  -2.2747  -0.7154  0.8261
H  -1.1166  -0.1605  2.5347

--- d ---
# C3H6O3

2 unconnected molecules or ions with the total composition C3H6O3 (wB97M-V/def2-TZVPD, OMol25).

The HOMO-LUMO gap (alpha / beta) comes out at 0.2568 / 0.2565 Ha. The HOMO energy (alpha / beta) is -7.443 / -7.436 eV.

Positions of all 12 atoms, in Å:
C  1.1964  -0.9190  0.1311
C  1.9258  0.0578  -0.5759
C  -1.7019  -0.3186  0.1480
O  0.6458  -1.7810  0.6468
O  -1.6099  -0.7925  -1.2073
O  -0.9258  0.6919  0.4112
H  1.6761  -0.0791  -1.6323
H  1.5876  1.0559  -0.2849
H  3.0058  -0.0484  -0.4344
H  -1.4338  -1.2359  0.7467
H  -2.7760  -0.1136  0.3679
H  -1.6982  -0.0169  -1.7738

Least stable structure: d

--- a ---
# C4H4N2

A single C4H4N2 molecule (wB97M-V/def2-TZVPD, OMol25).

The HOMO-LUMO gap comes out at 0.3560 Ha. The HOMO energy is -9.670 eV.

Positions of all 10 atoms, in Å:
C  0.5497  0.7825  -0.3983
C  -0.5809  0.8076  0.3412
C  -1.2320  -0.4699  0.1786
N  -0.6433  -1.6065  -0.0407
N  0.7040  -1.5844  0.1573
C  1.2649  -0.4512  -0.1420
H  0.8707  1.5604  -1.0877
H  -1.0275  1.6694  0.8358
H  -2.2772  -0.3698  -0.0955
H  2.3182  -0.3232  0.0959

--- b ---
# C4H4N2

2 unconnected molecules or ions with the total composition C4H4N2 (wB97M-V/def2-TZVPD, OMol25).

The HOMO-LUMO gap comes out at 0.3068 Ha. The HOMO energy is -8.593 eV.

Positions of all 10 atoms, in Å:
C  -1.5717  -0.6998  0.2156
C  -0.4121  -0.2498  -0.0775
C  -1.4055  0.8787  0.1889
C  1.8182  -0.5033  -0.4079
N  2.6515  0.6379  -0.3439
N  2.6862  -0.1552  0.6481
H  -2.4342  -1.3282  0.2688
H  -2.0512  1.4256  -0.3953
H  -1.2469  1.4214  1.0539
H  1.9656  -1.4273  -1.1506

--- c ---
# C4H4N2

A single C4H4N2 molecule (wB97M-V/def2-TZVPD, OMol25).

The HOMO-LUMO gap comes out at 0.3587 Ha. The HOMO energy is -9.194 eV.

Positions of all 10 atoms, in Å:
C  -0.6726  -0.6558  -1.8079
C  -0.5686  -0.1285  -0.7247
C  -0.3426  0.3404  0.5963
N  1.0863  0.7458  0.1590
C  -0.6339  -0.7238  1.6234
N  -0.9005  -1.5486  2.3948
H  -0.1051  -0.7046  -2.7037
H  -0.8230  1.2542  0.9607
H  1.7491  -0.0032  0.1038
H  1.2109  1.4240  -0.6018

Least stable structure: b